1.
A structure of composition C24H45NP2PdSi at a distorted geometry. Source: OMol25; level of theory: ωB97M-V with the def2-TZVPD basis set.

The geometry in XYZ format:
```
74
Properties=species:S:1:pos:R:3:lowdin_spin:R:1
P 1.5523 1.4375 1.7130 0.1116
P -1.1591 1.7163 -0.2118 0.0610
C 0.7186 2.9149 1.0534 0.6040
C -0.7422 2.9831 1.1395 0.0972
H 1.3457 3.4340 -1.1667 0.0140
H 1.2426 3.8814 1.0421 0.0313
H -1.1789 2.5509 2.0700 0.0253
H -1.1401 3.9681 0.8261 -0.0004
C -2.6188 2.7046 -0.8363 0.0080
H -3.3410 2.0123 -1.2883 0.0022
H -2.3630 3.4864 -1.5605 0.0001
H -3.1239 3.1749 0.0173 0.0001
C -2.2597 0.5262 0.5777 0.0159
H -3.3123 0.7207 0.3570 0.0030
H -2.1714 0.6920 1.6746 -0.0008
H -1.9467 -0.4630 0.1993 0.0005
C 3.2301 2.6494 1.6345 0.0298
H 4.1171 2.1986 2.1033 0.0002
H 2.9984 3.5943 2.1583 0.0045
H 3.4996 2.9377 0.6061 0.0012
C 1.5159 1.5730 3.5745 0.0697
H 0.4886 1.2636 3.8830 0.0065
H 1.6957 2.6134 3.8883 0.0023
H 2.2297 0.8460 3.9792 0.0031
Pd -0.1986 0.1338 2.3019 0.3422
C -0.1314 2.2916 -2.2432 0.0182
C 0.7856 3.4821 -2.1218 0.0204
C 1.6186 3.5962 -3.4160 0.0037
C 2.9236 2.8001 -3.3986 0.0006
C 3.3928 2.3776 -2.0306 0.0012
C 2.9635 1.2646 -1.4337 0.0017
C 1.6601 0.4976 -1.6302 0.0034
C 0.5204 1.0017 -2.5782 0.0015
C 0.8992 -1.4078 3.1613 0.2914
H -1.1099 2.4239 -2.7713 0.0006
H 0.1548 4.3782 -2.0697 0.0001
H 1.8552 4.6280 -3.6428 0.0002
H 0.9577 3.2746 -4.2440 0.0008
H 2.7189 1.9101 -4.0171 0.0001
H 3.7232 3.3710 -3.8835 0.0001
H 4.1826 3.0583 -1.6046 0.0001
H 3.5581 0.8009 -0.6230 0.0004
H 1.1827 0.3439 -0.6328 0.0016
H 1.9304 -0.5225 -1.9476 0.0001
H 0.9495 1.0991 -3.5767 0.0011
H -0.2692 0.2306 -2.6376 0.0002
H 0.2994 -1.7117 4.0499 0.0213
H 1.8712 -1.0428 3.4672 0.0233
H 1.0118 -2.3035 2.5353 0.0228
C 0.3988 -2.7470 -2.2958 0.0003
Si -0.9432 -3.5324 -1.2412 0.0054
C -2.3244 -4.0118 -2.4226 0.0010
C -0.1164 -5.0925 -0.5824 0.0006
N -1.4333 -2.4898 0.0680 0.0345
C -1.9007 -2.7937 1.2547 0.0225
C -2.1456 -1.7290 2.2527 0.0278
C -2.4169 -2.1104 3.5837 0.0121
C -2.5426 -3.4523 3.9327 0.0140
C -2.4618 -4.4735 2.9676 0.0244
C -2.2628 -4.1405 1.6377 0.0095
H 1.0102 -3.5197 -2.7881 0.0000
H 1.0615 -2.1564 -1.6532 0.0001
H 0.0015 -2.1004 -3.0885 0.0001
H -1.9217 -4.4060 -3.3677 0.0001
H -2.9779 -4.7993 -2.0274 0.0000
H -2.9515 -3.1492 -2.6815 0.0001
H 0.6570 -4.8046 0.1447 0.0000
H -0.8025 -5.7863 -0.0834 0.0001
H 0.3656 -5.6529 -1.3966 0.0000
H -2.8745 -0.9949 1.8820 -0.0008
H -2.4801 -1.3131 4.3255 -0.0006
H -2.6997 -3.6960 4.9765 0.0004
H -2.5733 -5.5183 3.2774 0.0012
H -2.3929 -4.9226 0.8791 -0.0003
```

The calculation puts the HOMO energy (spin up / spin down) at -5.429 / -5.928 eV. Its charge is 0. As for the multiplicity: 3. The energy relative to the best compared isomer or geometry (same formula, charge and spin) comes out at 2.054 eV. Its electronic energy is -2095.9317 a.u. The HOMO-LUMO gap (spin up / spin down) is 0.1367 / 0.1607 Eh.

2.
A cluster of 15 separate species, C60H165N15O15 in total at a distorted geometry. Source: OMol25; level of theory: ωB97M-V with the def2-TZVPD basis set.

The geometry in XYZ format:
```
255
Properties=species:S:1:pos:R:3:mulliken_charge:R:1
C -7.3303 22.9025 -7.2654 -1.1077
C -7.1049 21.7797 -8.3251 0.3145
C -5.6448 21.4414 -8.3557 -0.4249
O -4.7965 22.4058 -8.9486 -0.0266
C -3.4660 21.9465 -9.0948 0.0562
N -7.9625 20.6384 -7.9047 -0.7922
H -8.2675 23.4447 -7.3911 0.4586
H -6.5708 23.6843 -7.2723 -0.0160
H -7.3735 22.4683 -6.2666 0.3782
H -7.3364 22.1516 -9.3232 0.3741
H -5.5615 20.4591 -8.8207 0.2438
H -5.4043 21.2821 -7.3045 -0.0497
H -2.8562 22.5668 -9.7517 -0.3759
H -3.4395 20.8959 -9.3842 0.6164
H -3.0586 22.0034 -8.0854 -0.1337
H -7.5908 20.2590 -7.0456 0.2797
H -8.7991 21.1408 -7.6444 0.3207
C 2.3921 25.0618 -15.5715 -1.0156
C 2.1938 23.5223 -15.4482 0.3109
C 1.8732 23.0862 -14.0019 -0.0805
O 3.1254 23.2809 -13.2690 -0.4374
C 3.0037 23.2702 -11.8543 -0.4972
N 1.0702 23.1864 -16.3112 -0.7490
H 2.5765 25.2488 -16.6294 0.4447
H 3.2694 25.3383 -14.9867 0.1853
H 1.5037 25.5525 -15.1738 0.0565
H 3.0497 22.9262 -15.7648 0.3314
H 1.4670 22.0755 -14.0402 0.4044
H 1.1012 23.6874 -13.5215 -0.1764
H 3.9191 23.1456 -11.2758 0.3414
H 2.5056 22.3246 -11.6404 0.3886
H 2.4073 24.0882 -11.4502 -0.1017
H 0.5675 22.3841 -15.9594 0.3045
H 0.3953 23.9368 -16.3501 0.2586
C 6.6232 25.1245 -4.9638 -0.4978
C 7.0786 26.4872 -4.4345 0.7312
C 5.9145 27.4070 -3.9093 -0.9849
O 4.8673 27.5574 -4.9406 0.0044
C 4.3870 28.9067 -5.1239 -0.5797
N 8.1619 26.3686 -3.4063 -0.6942
H 7.4707 24.6412 -5.4498 0.3791
H 5.7747 25.1956 -5.6442 -0.1246
H 6.2981 24.4991 -4.1323 0.0530
H 7.5345 27.0444 -5.2529 -0.1248
H 6.4604 28.3500 -3.8793 0.5990
H 5.5934 27.1061 -2.9121 0.1918
H 3.6288 28.9403 -5.9063 -0.1156
H 5.1425 29.5189 -5.6165 0.3665
H 3.9178 29.4850 -4.3280 0.3445
H 7.8610 25.5610 -2.8796 0.2993
H 8.0498 27.1806 -2.8162 0.2922
C 2.6043 22.4669 0.0482 -1.1278
C 3.8651 22.4013 -0.7938 0.8224
C 4.0737 23.5646 -1.7089 -0.6115
O 2.9056 23.6910 -2.5577 -0.0167
C 3.1559 24.2768 -3.8478 -0.0572
N 5.0398 22.2282 0.1168 -0.7661
H 1.7183 22.5343 -0.5830 -0.0339
H 2.6935 23.2576 0.7931 0.3896
H 2.4261 21.5178 0.5538 0.4313
H 3.7624 21.4568 -1.3280 -0.1950
H 5.0431 23.4344 -2.1900 0.2528
H 4.1418 24.4747 -1.1130 0.3175
H 3.6396 25.2516 -3.7843 0.2875
H 2.2566 24.3687 -4.4568 -0.4872
H 3.7585 23.5788 -4.4290 0.2610
H 4.6965 21.7732 0.9507 0.2927
H 5.2728 23.1366 0.4917 0.2813
C 1.2993 19.4483 -1.6090 -1.1865
C 0.8410 18.4633 -2.7014 0.3324
C 1.2351 18.8988 -4.1596 -0.0055
O 0.8336 17.7908 -4.9159 -0.4090
C 0.8151 17.9928 -6.3117 -0.3799
N 1.3739 17.2036 -2.4629 -0.7586
H 2.3260 19.8039 -1.6958 0.2127
H 1.0816 18.9499 -0.6644 0.4219
H 0.6975 20.3415 -1.7765 0.1029
H -0.2261 18.3725 -2.4984 0.1795
H 2.3003 19.0916 -4.2871 0.3096
H 0.7211 19.8132 -4.4560 -0.0251
H 1.8283 18.0306 -6.7116 0.2259
H 0.2208 18.8473 -6.6356 -0.0292
H 0.4365 17.0720 -6.7554 0.3158
H 1.5895 16.8752 -3.3933 0.3793
H 2.3093 17.4643 -2.1850 0.3035
C -2.0694 32.3496 -8.9951 -1.3769
C -2.3390 31.7812 -10.3610 0.5233
C -2.6358 30.2669 -10.2161 -0.6943
O -1.4408 29.6456 -9.8159 0.1474
C -1.5196 28.2701 -9.5197 0.2038
N -3.4828 32.5269 -10.9232 -0.7366
H -1.5549 33.3096 -9.0368 0.4215
H -1.3647 31.6931 -8.4847 0.2460
H -2.9507 32.4261 -8.3583 0.3980
H -1.4575 31.8721 -10.9956 0.1737
H -3.1337 29.9170 -11.1204 -0.0362
H -3.4025 30.1785 -9.4464 0.3002
H -0.5115 27.8680 -9.6208 -0.1195
H -2.0556 27.8144 -10.3523 0.1140
H -2.0793 28.0211 -8.6182 -0.3565
H -3.3927 32.1835 -11.8688 0.3210
H -3.1528 33.4799 -10.8685 0.3054
C 7.0988 27.1857 -8.4951 -1.0682
C 7.8229 27.3778 -9.8799 0.4095
C 6.8158 27.6129 -11.0330 -0.6527
O 5.9630 26.4381 -11.2940 -0.2508
C 5.0605 26.7513 -12.3589 -0.5018
N 8.6045 28.5362 -9.5658 -0.6975
H 6.3468 27.9581 -8.3339 0.2394
H 7.7882 27.2116 -7.6511 0.3505
H 6.5610 26.2377 -8.4960 0.0815
H 8.4367 26.4957 -10.0622 0.3856
H 7.4809 27.8384 -11.8666 0.3022
H 6.2570 28.5242 -10.8197 0.2766
H 4.3613 25.9152 -12.3719 -0.2296
H 5.6447 26.6777 -13.2761 0.4915
H 4.4923 27.6799 -12.4125 0.3806
H 9.1247 28.3333 -8.7242 0.2497
H 9.2903 28.6182 -10.3027 0.2692
C -4.5342 16.6548 -9.0203 -1.2745
C -3.9012 16.1905 -7.7178 0.7258
C -3.3321 17.3433 -6.8301 -0.8593
O -2.4826 18.1138 -7.6889 -0.3506
C -2.2903 19.4184 -7.2886 -0.5220
N -4.8393 15.4148 -6.9780 -0.7386
H -3.6685 17.0926 -9.5174 0.3100
H -5.3122 17.4155 -8.9559 0.2633
H -4.9462 15.8434 -9.6203 0.3707
H -3.0547 15.5564 -7.9817 0.1340
H -2.7511 16.9787 -5.9830 0.3150
H -4.1914 17.8594 -6.4022 0.4033
H -3.2133 19.9482 -7.0529 0.0584
H -1.8380 19.9953 -8.0952 0.3075
H -1.7154 19.5982 -6.3802 0.3937
H -5.2448 14.6098 -7.4336 0.2529
H -4.4196 15.0077 -6.1545 0.2245
C -3.1130 29.5899 -5.4879 -1.4325
C -2.7809 28.0731 -5.3811 1.7587
C -1.3119 27.7530 -5.1500 -0.5934
O -0.5505 27.8802 -6.3700 0.0526
C 0.8865 27.7390 -6.1564 -0.2235
N -3.4812 27.5041 -4.1998 -0.7225
H -2.7820 30.0179 -6.4341 0.1440
H -2.5901 30.0814 -4.6676 0.3184
H -4.1868 29.7769 -5.5020 0.4867
H -3.0984 27.5733 -6.2962 -0.9061
H -1.2532 26.6974 -4.8844 -0.0323
H -0.8650 28.2990 -4.3192 0.4586
H 1.2162 26.7335 -5.8951 0.2377
H 1.3222 28.3973 -5.4048 0.5118
H 1.3510 28.0049 -7.1060 -0.5125
H -3.4154 26.4978 -4.2559 0.1072
H -4.4502 27.7715 -4.2973 0.2939
C -1.8210 26.6867 -15.7518 -1.6488
C -1.9586 25.5066 -14.8175 0.0555
C -1.5619 25.7979 -13.3348 0.7642
O -1.2482 24.5910 -12.6629 -0.5886
C -0.7734 24.7104 -11.3086 -0.5107
N -3.3490 25.0268 -14.8272 -0.7831
H -0.8062 27.0845 -15.7409 0.3240
H -2.4262 27.5494 -15.4730 0.4011
H -1.9766 26.2519 -16.7391 0.4108
H -1.3730 24.6709 -15.2008 0.4175
H -2.3177 26.2938 -12.7258 -0.1562
H -0.6883 26.4484 -13.2933 -0.3342
H 0.2680 25.0097 -11.1905 0.1214
H -0.6589 23.6905 -10.9416 0.3516
H -1.4520 25.2209 -10.6253 0.1869
H -3.9678 25.6542 -14.3337 0.4019
H -3.3362 24.1671 -14.2973 0.3717
C 3.1550 21.2446 -8.6927 -0.4549
C 4.1936 20.5853 -9.5664 0.7021
C 5.1256 19.6693 -8.7658 -0.9548
O 6.0704 18.9438 -9.5739 -0.3408
C 6.7613 17.9602 -8.8135 -0.7980
N 3.5415 19.9352 -10.7528 -0.6058
H 3.5954 21.8196 -7.8781 0.3323
H 2.4325 20.5475 -8.2682 -0.0100
H 2.5610 21.9456 -9.2789 -0.2077
H 4.7917 21.3464 -10.0675 0.2603
H 4.6285 18.8724 -8.2128 0.3320
H 5.6253 20.3027 -8.0329 0.3480
H 6.1798 17.0551 -8.6380 0.3046
H 7.1359 18.2921 -7.8451 0.3216
H 7.6298 17.5958 -9.3623 0.2857
H 3.0823 19.1115 -10.3910 0.2598
H 4.2524 19.5828 -11.3777 0.3138
C 0.2887 22.4219 -6.4628 -1.7103
C 0.1324 23.9309 -6.8050 1.8946
C 0.9374 24.4998 -7.9473 -0.9241
O 2.2996 24.4008 -7.5369 0.6625
C 3.2653 25.0395 -8.4300 -0.1233
N -1.2267 24.2097 -7.2167 0.5491
H 1.3016 22.1122 -6.2056 0.4372
H 0.0826 21.7801 -7.3194 0.3327
H -0.3757 22.1221 -5.6524 0.4075
H 0.3484 24.5443 -5.9302 -0.6320
H 0.7043 25.5242 -8.2375 0.1604
H 0.6857 23.9004 -8.8222 -0.0448
H 3.1796 24.6022 -9.4247 -0.3710
H 4.2933 24.9050 -8.0934 0.1416
H 3.0710 26.1050 -8.5522 0.0779
H -1.6677 24.0720 -6.3186 -0.2708
H -1.3648 25.1842 -7.4432 -0.4619
C -0.7689 23.6776 -2.7795 -1.1062
C -2.1265 24.3775 -2.4322 1.1005
C -3.2377 23.9022 -3.2941 -1.6888
O -3.0796 24.0991 -4.6682 0.4635
C -4.1151 23.5192 -5.4768 -0.8397
N -2.4203 24.0197 -1.0731 -0.7610
H -0.4762 23.7511 -3.8269 -0.3342
H -0.8924 22.6118 -2.5876 0.3909
H 0.0419 24.0240 -2.1386 0.5039
H -2.0641 25.4622 -2.5197 0.4991
H -4.1598 24.4102 -3.0118 0.2910
H -3.2904 22.8243 -3.1413 0.3863
H -4.1466 22.4317 -5.4110 0.3282
H -3.7854 23.8315 -6.4677 -0.1785
H -5.1167 23.9124 -5.3028 0.4269
H -1.5510 23.9975 -0.5593 0.2474
H -2.9320 24.7146 -0.5483 0.2757
C 3.0753 29.2712 -9.6504 -0.8442
C 2.3917 30.3093 -10.5202 0.4434
C 1.7058 29.7205 -11.7966 -0.1679
O 2.6151 29.0880 -12.5909 -0.3780
C 2.0770 28.4453 -13.7155 -0.8250
N 1.4848 30.9778 -9.5670 -0.6415
H 3.6407 29.7840 -8.8723 0.5635
H 3.8553 28.6818 -10.1323 -0.0591
H 2.3588 28.5706 -9.2214 -0.3354
H 3.0714 31.0666 -10.9108 0.4686
H 1.2541 30.5584 -12.3277 0.3320
H 0.8387 29.0728 -11.6675 0.0109
H 1.1616 28.8704 -14.1270 0.5671
H 1.7829 27.4512 -13.3786 0.1175
H 2.8081 28.3494 -14.5183 0.3336
H 0.8192 30.2860 -9.2532 -0.0693
H 0.8687 31.6215 -10.0426 0.4161
C -6.8169 27.5064 -11.6642 -1.5612
C -5.3877 27.0020 -11.9535 1.1065
C -4.7370 25.9063 -11.0261 -0.3293
O -4.4251 26.6091 -9.7894 -0.4541
C -3.9735 25.6819 -8.8182 0.4946
N -5.3775 26.5623 -13.2837 -0.3896
H -7.1552 28.2164 -12.4189 0.4600
H -6.8536 28.1039 -10.7533 0.3182
H -7.5691 26.7404 -11.4759 0.3551
H -4.6426 27.7836 -11.8048 -0.7398
H -3.7869 25.5399 -11.4148 0.0078
H -5.4139 25.0721 -10.8416 0.5093
H -3.6825 26.2162 -7.9138 -0.1951
H -2.9913 25.3442 -9.1489 -0.1584
H -4.6536 24.8960 -8.4897 0.0806
H -5.6016 27.3648 -13.8545 0.2485
H -6.0647 25.8393 -13.4425 0.2267
```

The calculation puts the HOMO energy at -8.726 eV. Its charge is 0. The energy relative to the best compared isomer or geometry (same formula, charge and spin) comes out at 6.198 eV. Its electronic energy is -4334.5058 a.u. The HOMO-LUMO gap is 0.3382 Eh.

3.
A structure of composition C36H31BrClIrN5O5S at a distorted geometry. Source: OMol25; level of theory: ωB97M-V with the def2-TZVPD basis set.

The geometry in XYZ format:
```
81
Properties=species:S:1:pos:R:3:mulliken_charge:R:1
Ir 0.2572 0.0110 -0.1074 2.8822
N 1.1278 -5.0774 -8.9768 -0.4818
C 1.0115 -4.5166 -7.9821 -0.1911
C 0.8658 -3.8120 -6.7323 0.6046
C 1.9877 -3.2797 -6.1027 -0.8377
C 1.8447 -2.6002 -4.9052 0.0927
C 0.5836 -2.4469 -4.3387 -0.6965
C -0.5339 -2.9815 -4.9687 0.0789
C -0.3961 -3.6641 -6.1652 -0.8207
C 0.4414 -1.7122 -3.0521 1.7451
C 0.6905 -2.3879 -1.8726 -0.6859
C 1.1348 -3.7208 -1.7156 -0.6790
C 1.1673 -3.9910 -0.3674 -1.5440
C 0.7374 -2.8254 0.2788 -0.0756
N 0.4303 -1.8658 -0.6046 0.5387
C 0.0977 -0.3585 -3.0981 -0.0508
C -0.2366 0.4084 -4.2330 -0.6117
C -0.3522 1.7224 -3.8197 -1.7184
C -0.0740 1.7251 -2.4463 -1.0866
N 0.1797 0.4905 -2.0054 0.1411
H 2.9637 -3.4018 -6.5517 0.4706
H 2.7119 -2.1835 -4.4081 0.5852
H -1.5129 -2.8713 -4.5188 0.5183
H -1.2595 -4.0868 -6.6601 0.4757
H 1.4008 -4.3795 -2.5265 0.6221
H 1.4411 -4.9123 0.1181 0.5300
H 0.6094 -2.6731 1.3368 0.4072
H -0.3540 0.0175 -5.2308 0.6170
H -0.5702 2.5878 -4.4230 0.5205
H 0.0262 2.5759 -1.7925 1.1327
C -0.8894 3.3676 0.3136 -1.2906
O -0.5703 2.1163 0.9349 0.3106
C -0.3629 2.1958 2.3095 0.7493
C -0.3613 3.3657 3.0459 -0.7828
C -0.0910 3.2923 4.4097 -0.4527
Br -0.1580 4.8761 5.4261 -0.1752
C 0.2568 2.1026 5.0136 -1.1022
C 0.2710 0.9273 4.2612 0.6900
C -0.1313 0.9847 2.9377 0.3340
O -0.3506 -0.1384 2.1597 -0.6014
C 0.7517 -0.3137 4.8988 0.3968
N 0.6230 -0.5657 6.1672 -0.7961
C 1.3288 -1.7464 6.3710 0.2452
C 1.5716 -2.4425 7.5555 -0.6912
C 2.3952 -3.5456 7.4915 -0.5281
C 2.9673 -3.9641 6.2761 -0.5442
C 2.7239 -3.2965 5.0942 -0.8639
C 1.8901 -2.1826 5.1694 0.5428
N 1.4896 -1.2586 4.2214 0.3832
H -1.7528 3.8156 0.8052 0.4313
H -1.1515 3.1531 -0.7164 0.4168
H -0.0411 4.0513 0.3537 0.3915
H -0.5532 4.3265 2.5974 0.5788
H 0.5311 2.0524 6.0573 0.6108
H -0.0485 -0.9134 2.6570 0.3024
H 1.1414 -2.1000 8.4868 0.4596
H 2.6207 -4.0980 8.3936 0.3886
H 3.6261 -4.8222 6.2728 0.3989
H 3.1710 -3.6200 4.1629 0.4437
H 1.8627 -1.1891 3.2792 0.1970
O -1.7877 -0.2257 -0.2295 -1.0036
S -3.2571 0.1025 -0.1028 0.0218
C -4.0621 -1.2210 -1.0424 -0.8138
C -4.1531 -0.7385 -2.4843 -0.1028
C -4.5753 0.7237 -2.3763 -0.8908
C -3.5940 1.3474 -1.3867 0.1810
H -5.0445 -1.3734 -0.5922 0.4649
H -3.4490 -2.1076 -0.8866 0.4173
H -4.8623 -1.3317 -3.0606 0.4406
H -3.1734 -0.8157 -2.9639 -0.1134
H -5.5937 0.7889 -1.9876 0.3493
H -4.5505 1.2408 -3.3346 0.3843
H -3.9582 2.2547 -0.9070 0.5589
H -2.6231 1.5319 -1.8501 -0.4013
Cl 4.4670 -1.9416 -0.8752 -0.1528
C 4.2812 -0.7643 0.4537 -0.6595
C 2.8215 -0.4251 0.6029 0.4614
O 2.2409 0.1849 -0.3821 -0.8764
O 2.1661 -0.7448 1.6016 -0.8465
H 4.8634 0.1159 0.1944 0.3630
H 4.6502 -1.2254 1.3623 0.2927
```

The calculation puts the HOMO energy at -10.499 eV. Its charge is +1. The energy relative to the best compared isomer or geometry (same formula, charge and spin) comes out at 2.965 eV. Its electronic energy is -5576.9372 a.u. The HOMO-LUMO gap is 0.2398 Eh.